The following is a quantum chemistry calculation of a cluster of 14 separate species, C3H33NO15S in total at a distorted geometry, from OMol25.

Each line ends with the natural charge from an NBO analysis.
Atoms and positions in Å:
C -1.5802 -1.0365 -1.9797  -0.247
C -2.1845 -2.2790 -1.3638  -0.547
S -1.7493 -3.6635 -2.4794  -0.013
N -1.0013 0.0133 -1.0645  -0.643
C 0.3470 0.0228 -0.9087  0.898
O 0.6205 0.5570 0.3204  -0.759
O 1.2185 -0.4773 -1.6778  -0.731
H -2.4467 -0.4952 -2.6700  0.219
H -0.8889 -1.2174 -2.7204  0.237
H -1.8732 -2.4806 -0.3015  0.203
H -3.2967 -2.1485 -1.5099  0.252
H -0.4704 -3.5879 -2.6903  0.121
H -1.5744 0.5431 -0.4423  0.446
H 1.4142 1.2235 0.3501  0.523
H -1.7174 2.6678 -3.2693  0.474
H -0.8028 2.8279 -2.1203  0.471
O -0.7824 2.8436 -3.0585  -0.942
H 3.6994 -2.4495 -0.3608  0.503
H 3.0556 -3.3561 -1.4316  0.460
O 3.3053 -3.4003 -0.5718  -0.955
H 0.3615 1.1150 -4.5037  0.478
H 0.7720 0.2277 -3.3443  0.468
O 0.9392 0.3455 -4.2439  -0.955
H -1.9546 -0.0908 2.2093  0.495
H -3.4456 0.0289 2.0284  0.479
O -2.6655 0.4981 2.1469  -0.956
H 2.6070 1.9509 2.6786  0.465
H 2.2014 0.5489 2.8698  0.472
O 2.8686 1.1343 3.1738  -0.936
H 0.1194 0.0923 4.6401  0.483
H -0.2647 -0.5424 3.2800  0.502
O 0.1029 0.2879 3.7030  -0.990
H 4.2345 -0.6424 -1.6169  0.489
H 2.8068 -0.8939 -1.0986  0.519
O 3.7428 -0.5854 -0.8288  -0.975
H -2.8540 1.4634 0.7292  0.484
H -2.5183 2.8004 -0.0159  0.496
O -3.0056 1.9907 -0.1308  -1.011
H -0.5210 2.1437 3.7600  0.504
H -2.0574 2.1095 3.3198  0.480
O -1.4133 2.6547 3.6866  -0.991
H 0.6212 -2.4106 -0.3434  0.441
H 1.7503 -3.1963 0.1807  0.487
O 0.9070 -2.9251 0.3468  -0.954
H -0.1502 2.3936 0.3609  0.474
H -0.8951 3.2507 1.4980  0.516
O -0.7516 3.0603 0.5692  -0.992
H 3.5352 0.8242 -0.0772  0.524
H 2.5619 2.0128 -0.7049  0.471
O 3.0544 1.6887 0.1171  -0.975
H -1.0943 -1.4220 1.1754  0.492
H -1.7505 -2.3587 2.1786  0.491
O -1.1368 -1.6617 2.2062  -0.945

Computed properties:
Total charge = 0
Highest occupied orbital energy = -9.91 eV
Gap between HOMO and LUMO = 9.578 eV
Energy = -1715.59089 a.u.
Relative energy (zero: lowest compared OMol25 entry of this formula, charge and spin) = 101.4 kcal/mol